This record from OMol25 describes an isolated ion of composition C10H13N2 and charge +1. The level of theory is ωB97M-V/def2-TZVPD.

Element x y z (Å)
N -0.42004 -1.03393 -0.96972
N -1.50137 -1.76271 -1.10906
C 1.21239 1.17572 2.97467
C -2.16433 -1.81828 -2.41949
C -1.08913 0.56329 1.37352
C 0.49559 -0.67194 -0.08051
C 0.25681 -0.53256 -2.26403
C -0.05963 1.52543 3.31846
C 0.26927 0.16971 0.95625
C 1.39889 0.62272 1.70411
C 2.70772 0.59125 1.07946
C -1.23280 1.21249 2.58723
H 0.46011 -1.35976 -2.84784
H 3.36468 -0.23723 1.34797
H -1.70973 -1.07458 -3.10016
H 2.73261 0.45143 -0.02918
H -0.02911 2.02646 4.26924
H -3.18678 -1.51208 -2.00161
H -2.22321 -2.90579 -2.73357
H 3.25246 1.52504 1.24024
H -2.29487 1.65385 2.83926
H 1.15026 -0.00134 -2.07680
H 2.18135 1.66215 3.24905
H -1.84220 0.41356 0.60477
H -0.38944 0.22229 -2.69149

Calculated values
Kohn-Sham gap (alpha / beta) = 7.241 / 7.304 eV
HOMO energy (alpha / beta) = -12.7 / -12.8 eV
Net charge = +1
Energy = -13548.1107 eV
Energy relative to the best compared isomer or geometry (same formula, charge and spin) = 696.98 kJ/mol